ORCA calculation (ωB97M-V/def2-TZVPD) on a 2-piece molecular cluster, C5H12O2 overall.

XYZ file:
```
19
Properties=species:S:1:pos:R:3:forces:R:3
O -1.1217 -2.0318 -1.4335 0.025 -0.541 -0.847
C -0.9750 -1.2668 -0.5570 -0.354 0.077 0.693
C 0.3437 -1.1096 0.2045 0.261 0.043 0.291
C 0.5603 0.3137 0.6956 -0.477 0.854 0.054
C 1.6106 0.3311 1.8008 0.862 -0.007 -0.046
C -0.6683 1.0983 1.1432 -0.184 -0.601 0.584
H -1.8739 -0.7043 -0.2086 0.103 0.188 0.103
H 1.1297 -1.4463 -0.4558 0.253 -0.097 -0.229
H 0.2586 -1.8717 0.9911 -0.256 0.109 0.159
H 0.9321 0.8933 -0.1360 0.437 -0.098 -0.463
H 2.4772 -0.2955 1.5989 0.001 -0.162 -0.260
H 2.0124 1.3467 1.8456 -0.195 -0.051 0.253
H 1.2403 0.0224 2.7726 -0.321 0.092 0.086
H -1.4739 1.0700 0.4063 -0.078 0.286 -0.125
H -0.4081 2.1375 1.3247 0.040 0.083 -0.223
H -1.0688 0.7347 2.0919 -0.062 -0.169 -0.026
H -1.4104 0.5220 -3.4301 -0.120 0.332 -0.115
H -0.8386 -0.3008 -4.5478 0.201 0.403 -0.133
O -0.7261 0.5570 -4.1064 -0.135 -0.743 0.241
```
Forces are in eV/Å.

The value obtained for the LUMO energy (spin up / spin down) is -5.737 / -9.658 eV. The charge is +1. The spin multiplicity is 2. As for the energy above the lowest of the compared OMol25 structures with the same formula, charge and spin: 15.39 kcal/mol. The calculation puts the strongest force on any atom at 1.0 eV/Å. The HOMO-LUMO gap (spin up / spin down) is 9.094 / 5.173 eV.

Here are the Löwdin charges for atoms 1 to 5, given in e: O 0.37; C -0.06; C -0.03; C -0.41; C -0.04